1.
Entry from the Open Molecules 2025 dataset: 12 unconnected molecules or ions with the total composition C5H34NO12 in a non-equilibrium geometry (the ωB97M-V functional and the def2-TZVPD basis).

Last column: Löwdin charge in e.
Cartesian coordinates (Å):
C 0.5238 2.9676 0.4245  -0.026
C 0.6200 1.4886 0.1940  -0.280
C 0.6647 0.5934 1.4702  -0.117
C 1.6803 0.9881 2.5478  -0.040
C 2.5416 -0.1883 2.8355  0.028
O 3.0997 -0.6585 1.8547  0.302
N -0.6246 1.1554 -0.7274  0.206
H 0.0903 3.6031 -0.4346  0.144
H 1.3781 3.3729 0.9154  0.078
H -0.2904 3.0617 1.1271  0.094
H 1.5414 1.2519 -0.4176  0.135
H 0.5864 -0.4418 1.2342  0.088
H -0.2181 0.7296 2.0750  0.108
H 1.3500 1.4260 3.4784  0.155
H 2.4120 1.7984 2.0812  0.203
H 2.6105 -0.6237 3.8349  0.216
H -1.5276 1.5376 -0.3174  0.129
H -0.7366 0.1404 -0.9179  0.121
H -0.4007 1.6692 -1.6226  0.104
H 3.4216 -0.2414 0.2130  0.062
H 4.4239 0.2563 -0.8329  0.026
O 3.5583 0.0538 -0.7489  0.005
H 0.4766 2.5947 -3.6598  -0.017
H 0.7465 1.1184 -3.3833  0.000
O 0.2005 1.8805 -3.2703  0.041
H -1.0017 -0.7695 -4.4610  0.048
H -1.3921 -2.1923 -4.2684  0.076
O -1.1297 -1.4120 -3.8020  -0.005
H -0.1200 -1.6233 3.6547  0.011
H -0.6320 -2.0700 2.2896  0.011
O -0.9049 -1.7747 3.1984  -0.024
H 3.0387 -0.0377 -3.5477  0.116
H 2.7073 0.2225 -2.2519  -0.066
O 2.2841 0.3558 -3.0509  -0.026
H -2.9370 -1.8608 1.1620  0.101
H -2.8553 -1.5264 -0.2624  0.014
O -2.4155 -1.2629 0.5757  -0.096
H -2.9148 1.0657 1.5850  0.003
H -3.6277 0.5308 0.4208  0.044
O -3.1142 1.3128 0.6594  -0.078
H -2.0331 -2.4995 -2.0349  0.032
H -2.7062 -1.2909 -2.5062  0.072
O -2.8691 -2.0562 -1.8975  -0.042
H -0.9710 -2.8711 0.5777  0.032
H 0.3153 -2.5088 0.0397  -0.024
O -0.0677 -2.7924 0.8625  -0.046
H 0.2947 -1.6567 -2.1706  0.087
H 1.6169 -1.3793 -1.3411  0.041
O 0.6884 -1.5744 -1.2467  -0.041
H -1.8311 -0.3030 2.8861  -0.031
H -3.1079 0.0610 3.8011  0.087
O -2.4425 0.3794 3.1756  -0.061

Output
E_HOMO (spin up / spin down), eV: -16.15 / -16.14
Electronic energy, Ha: -1167.81138
Frontier orbital gap (spin up / spin down), eV: 6.9 / 3.2
Net charge: +2
Spin multiplicity: 2
E_LUMO (spin up / spin down), eV: -9.29 / -12.96

2.
Entry from the Open Molecules 2025 dataset: 13 unconnected molecules or ions with the total composition C5H35N2O13 in a non-equilibrium geometry (the ωB97M-V functional and the def2-TZVPD basis).

Last column: Löwdin charge in e.
Cartesian coordinates (Å):
O -2.4022 1.9730 1.8002  0.058
C -1.4420 1.8988 2.5212  -0.245
C -0.2365 2.7761 2.3281  -0.127
C 0.1244 2.9172 0.7991  -0.093
C 0.3356 1.5151 0.2336  -0.324
C 1.4293 0.8474 0.6668  -0.081
N 1.8456 -0.5118 0.2448  0.196
N -0.6267 1.0850 -0.6192  0.124
H -1.4540 1.2302 3.3974  0.123
H -0.4395 3.8092 2.6278  0.128
H 0.6442 2.4534 2.8756  0.099
H -0.7556 3.2972 0.3143  0.111
H 0.9498 3.5913 0.7961  0.111
H 2.2267 1.4274 1.1012  0.089
H 2.2945 -0.5227 -0.6775  0.131
H 2.4843 -0.7319 1.0051  0.120
H 1.1553 -1.2934 0.2129  0.097
H -1.4347 1.6377 -0.8839  0.061
H -0.8704 0.0897 -0.4486  0.064
H -2.0851 -3.6157 -2.8156  0.080
H -0.8449 -2.6936 -2.8447  0.061
O -1.8101 -2.6915 -2.7894  -0.023
H 4.5187 1.6349 -1.1543  0.026
H 3.7755 2.8118 -1.8098  0.036
O 4.0682 1.9093 -1.9602  -0.055
H -4.4565 1.6351 -1.4819  0.051
H -4.1362 1.6548 0.0102  0.033
O -3.7533 1.4469 -0.8520  -0.060
H 2.1315 -1.5092 -3.1614  0.032
H 3.1003 -2.7173 -2.6952  0.054
O 2.4314 -2.0752 -2.4503  -0.037
H -1.3397 1.2722 -3.3520  0.028
H -2.1783 2.5671 -3.2884  0.072
O -1.8980 1.7993 -2.7803  -0.058
H 0.5684 -3.8561 0.8552  0.056
H 1.9455 -3.4109 0.9648  0.072
O 1.0559 -3.0206 0.8960  -0.061
H -1.5144 -1.9442 0.2332  0.032
H -1.6252 -1.9834 -1.2770  0.025
O -1.1049 -1.5552 -0.5463  -0.076
H 1.4657 -0.4352 3.6685  0.033
H 2.1108 -1.6994 4.2931  0.052
O 2.2528 -0.9900 3.6577  -0.050
H 4.2121 0.4027 2.2890  0.019
H 3.9119 1.7084 3.2285  0.045
O 4.2334 1.3531 2.4000  -0.048
H -4.0172 -0.9246 0.5463  0.029
H -5.1616 -1.8607 0.2058  0.058
O -4.2528 -1.8612 0.5281  -0.042
H 0.6370 0.2105 -3.2962  0.016
H 0.3046 1.5057 -2.6373  0.005
O 0.8319 1.1478 -3.3720  -0.049
H -2.4938 -4.0644 1.5590  0.059
H -2.6338 -3.4881 0.2467  -0.001
O -2.0778 -4.1520 0.6872  -0.055

Output
E_HOMO, eV: -11.16
Electronic energy, Ha: -1298.88072
Frontier orbital gap, eV: 8.6
Net charge: +1
Relative energy (zero: lowest compared OMol25 entry of this formula, charge and spin), kcal per mole: 113.7
E_LUMO, eV: -2.54

3.
Entry from the Open Molecules 2025 dataset: 12 unconnected molecules or ions with the total composition C5H35NO11 in a non-equilibrium geometry (the ωB97M-V functional and the def2-TZVPD basis).

Last column: Löwdin charge in e.
Cartesian coordinates (Å):
C 4.3899 0.3452 -0.7190  -0.060
C 2.8689 0.5310 -0.6959  -0.452
C 2.3151 0.6510 0.6956  -0.082
C 2.2113 -0.5449 -1.5960  -0.180
C 0.7167 -0.1719 -1.8635  -0.176
N 0.0038 -1.5468 -1.9572  -0.029
H 4.6440 1.2676 -1.3439  0.105
H 4.6996 0.3704 0.3820  0.103
H 4.6679 -0.4432 -1.2274  -0.001
H 2.6599 1.4782 -1.2688  0.130
H 2.8449 1.2654 1.4132  0.094
H 1.3424 1.1136 0.6858  0.049
H 2.0739 -0.3081 1.0385  0.040
H 2.7300 -0.8059 -2.5546  0.125
H 2.4447 -1.4523 -0.9741  0.087
H 0.4019 0.1459 -0.8476  0.099
H 0.3831 0.3938 -2.6753  0.053
H 0.5072 -2.3915 -1.5375  0.082
H -0.2326 -1.5986 -2.9266  0.035
O -1.0583 4.3130 -1.1038  -0.051
H -1.8327 4.1476 -1.6434  0.040
H -0.4310 3.7048 -1.5546  0.070
O -1.5510 -3.1179 3.2073  -0.174
H -1.3943 -3.6827 2.2864  0.106
H -2.3882 -2.5744 2.8511  0.119
O -2.9266 -0.7502 -2.5736  -0.110
H -3.5444 -1.3203 -2.1558  0.019
H -1.9664 -1.0812 -2.2072  0.089
O 3.0399 -2.4965 0.8148  -0.084
H 3.1698 -2.0696 1.6858  0.053
H 3.6119 -3.3187 0.9288  0.089
O -3.3677 0.9086 2.7123  -0.103
H -3.1795 1.4032 1.9375  -0.018
H -2.4956 0.9608 3.2976  0.082
O -0.2649 1.4948 3.6326  -0.104
H -0.2984 2.0163 2.8056  -0.010
H 0.3024 0.6838 3.4881  0.023
O -0.1477 -3.9900 0.3681  -0.129
H -0.5275 -3.2315 -0.2648  0.090
H 0.4579 -3.7693 1.1108  0.034
O -0.7665 0.4701 -4.2624  0.090
H -1.6875 0.3966 -4.1569  0.020
H -0.6347 1.0818 -4.7841  -0.079
O 0.3899 -1.2358 3.6049  -0.055
H 0.0673 -1.1348 4.5381  0.088
H 0.0148 -2.0141 3.3045  -0.056
O -3.5364 1.8730 -2.6011  -0.061
H -3.8371 1.6649 -1.7309  0.016
H -2.7890 1.2753 -2.7806  -0.009
O -0.2321 3.3510 1.3307  -0.094
H -0.8334 3.4180 0.5225  0.037
H -0.6180 3.8129 2.0909  0.051

Output
E_HOMO, eV: -9.28
Electronic energy, Ha: -1093.73316
Frontier orbital gap, eV: 9.3
Net charge: 0
Structure (SMILES): CC(C)CCN.O.O.O.O.O.O.O.O.O.O.O
Relative energy (zero: lowest compared OMol25 entry of this formula, charge and spin), kcal per mole: 105.0
E_LUMO, eV: 0.00

4.
Entry from the Open Molecules 2025 dataset: 12 unconnected molecules or ions with the total composition C5H35NO11 in a non-equilibrium geometry (the ωB97M-V functional and the def2-TZVPD basis).

Last column: Löwdin charge in e.
Cartesian coordinates (Å):
C 2.6376 2.4623 1.1365  -0.089
C 1.6376 2.1035 2.2081  -0.365
C 2.2797 0.9153 3.0647  -0.069
C 0.1101 1.8461 1.8868  -0.343
C -0.6528 2.0782 3.2533  -0.075
N -0.1081 0.3660 1.4867  0.040
H 2.7715 3.5101 0.9931  0.057
H 2.6868 1.9768 0.1600  0.053
H 3.6342 2.0906 1.6012  0.107
H 1.5745 2.9810 2.9027  0.131
H 1.6046 0.6649 3.9124  0.072
H 2.4525 0.0571 2.4606  0.049
H 3.1702 1.2247 3.5878  0.070
H -0.2587 2.4781 1.1039  0.101
H -0.7833 3.2013 3.2496  0.086
H -1.7695 1.7732 3.0600  0.093
H -0.3378 1.6384 4.1976  0.064
H 0.1135 -0.2254 2.3077  0.085
H -1.0999 0.3353 1.1971  0.054
O 1.2800 -0.7077 -4.7642  -0.098
H 0.5782 -0.3173 -4.1813  0.022
H 1.9880 -1.0446 -4.1598  0.045
O -2.7983 3.0100 0.2690  -0.043
H -2.1151 2.7672 -0.3301  -0.031
H -3.3969 3.3945 -0.3776  0.065
O 2.4414 -0.4275 -0.1678  -0.084
H 2.2423 -0.0268 -1.0301  0.029
H 1.6583 -0.1251 0.3724  0.034
O -0.0129 -4.0354 -0.8394  -0.126
H -0.0684 -4.7415 -1.5457  0.092
H 0.9419 -3.7092 -0.8827  0.016
O -2.0619 -0.0125 -1.7339  -0.079
H -2.5884 0.2309 -0.9571  0.030
H -1.7796 -0.9116 -1.4538  0.013
O -3.7223 0.4476 1.2056  -0.109
H -3.6904 1.3896 0.8273  0.030
H -4.5694 0.3740 1.6951  0.051
O 0.7914 -3.9149 1.7335  -0.066
H 0.1328 -4.0272 1.0314  -0.001
H 1.6054 -3.7213 1.2884  -0.011
O 0.6335 0.4373 -2.1953  -0.073
H -0.1739 -0.0833 -1.9827  0.039
H 0.6229 1.0408 -1.4402  0.035
O 2.3657 -2.9118 -0.8558  -0.057
H 3.1754 -3.3131 -0.4775  0.090
H 2.4706 -1.9591 -0.7967  -0.012
O -1.4423 2.6866 -2.1043  -0.048
H -1.1257 1.9302 -2.6179  0.035
H -0.6984 3.1162 -1.6806  0.046
O -2.2418 -2.6297 -1.5072  -0.086
H -2.4034 -3.1429 -0.6921  0.064
H -1.5342 -3.1938 -1.9528  0.067

Output
E_HOMO, eV: -9.68
Electronic energy, Ha: -1093.85635
Frontier orbital gap, eV: 9.8
Net charge: 0
Structure (SMILES): CC(C)[C@H](C)N.O.O.O.O.O.O.O.O.O.O.O
Relative energy (zero: lowest compared OMol25 entry of this formula, charge and spin), kcal per mole: 27.7
E_LUMO, eV: 0.14

5.
Entry from the Open Molecules 2025 dataset: 13 unconnected molecules or ions with the total composition C5H36N2O13 in a non-equilibrium geometry (the ωB97M-V functional and the def2-TZVPD basis).

Last column: Löwdin charge in e.
Cartesian coordinates (Å):
N 1.5981 -0.6340 1.3200  0.029
C 0.9800 0.4791 2.0314  -0.139
C 0.5748 1.6296 1.0255  -0.383
N -0.4276 2.4606 1.3025  -0.085
C -1.4690 2.2711 2.3313  -0.196
C -2.8972 2.4391 1.8753  -0.076
C -0.5899 3.6766 0.4967  -0.005
O 1.2371 1.6273 -0.0266  -0.029
H 0.9963 -0.7831 0.5187  0.049
H 2.5158 -0.3468 0.9929  0.052
H 1.7041 0.8790 2.7332  0.132
H 0.0046 0.1447 2.3793  0.086
H -1.2628 3.1325 3.0027  0.126
H -1.1810 1.4351 2.9610  0.104
H -3.5117 1.6001 2.2143  0.070
H -3.4363 3.3437 2.1459  0.080
H -3.0234 2.4511 0.7874  0.078
H -1.2843 3.4700 -0.3290  0.099
H -0.9308 4.4964 1.1255  0.100
H 0.3634 3.9267 0.0301  0.068
H 5.0232 -1.0164 -0.0848  0.030
H 4.9061 0.5378 -0.5023  0.038
O 4.9152 -0.1092 0.2018  -0.046
H 0.6468 1.3221 -1.8193  0.010
H 0.3584 0.4582 -3.0193  0.032
O -0.0603 1.1268 -2.4577  -0.058
H -1.5655 -3.8377 3.1087  0.051
H -1.9550 -2.3040 2.8673  0.014
O -1.2370 -2.9413 3.0200  -0.061
H -1.5081 -3.3036 0.2022  0.063
H -0.7889 -2.3511 1.1997  0.016
O -0.7943 -2.6690 0.2781  -0.059
H -2.6766 -0.2755 1.2719  0.029
H -3.4951 -1.5164 0.8927  0.032
O -2.9671 -1.1275 1.6075  -0.054
H 1.7277 -1.9671 -4.0022  0.026
H 2.2381 -1.5865 -2.6249  0.005
O 2.2076 -1.2704 -3.5483  -0.075
H 1.7708 -3.4977 -1.3407  0.071
H 0.5663 -2.5208 -0.9022  -0.005
O 1.2049 -2.7648 -1.5896  -0.065
H -2.0169 -0.0919 -2.3987  -0.013
H -2.2987 1.4444 -2.8272  0.028
O -2.6122 0.5438 -2.8254  -0.085
H 3.4779 -2.9724 2.9083  0.033
H 3.3587 -2.5313 1.4415  -0.002
O 3.9914 -2.6977 2.1465  -0.063
H -3.3811 -1.7057 -1.1905  0.011
H -3.9267 -0.2662 -1.5739  0.022
O -4.0844 -1.0668 -1.0491  -0.063
H 1.9327 3.0185 -0.8457  -0.010
H 1.7854 3.5880 -2.1852  0.036
O 2.0985 3.8715 -1.3143  -0.090
H -0.6124 -1.9961 -2.2280  0.010
H -1.3311 -1.8903 -3.5781  0.074
O -1.4842 -1.8777 -2.6279  -0.038

Output
E_HOMO, eV: -9.70
Electronic energy, Ha: -1299.73090
Frontier orbital gap, eV: 9.7
Net charge: 0
Relative energy (zero: lowest compared OMol25 entry of this formula, charge and spin), kcal per mole: 78.8
E_LUMO, eV: -0.02

6.
Entry from the Open Molecules 2025 dataset: 13 unconnected molecules or ions with the total composition C5H36N2O13 in a non-equilibrium geometry (the ωB97M-V functional and the def2-TZVPD basis).

Last column: Löwdin charge in e.
Cartesian coordinates (Å):
O 2.3998 -1.5380 -2.0054  0.008
C 2.7470 -1.6451 -0.8211  -0.107
C 1.9033 -0.6164 0.0405  -0.311
C 1.0863 -1.5935 1.0107  -0.087
C -0.2509 -1.0960 1.7369  -0.222
C -2.6327 -1.1661 1.5474  -0.109
N -1.3656 -1.6666 1.0124  -0.140
N 1.0527 0.0650 -0.8867  0.083
H 3.5026 -2.2184 -0.4760  0.091
H 2.4970 0.0626 0.5684  0.089
H 0.7783 -2.4458 0.3495  0.107
H 1.7405 -1.9099 1.8673  0.119
H -0.3191 0.0873 1.8267  0.096
H -0.1626 -1.3148 2.7630  0.091
H -2.7473 -1.6173 2.5187  0.076
H -3.4570 -1.3103 0.8586  0.043
H -2.5217 -0.0397 1.7170  0.098
H -1.3767 -1.3405 0.0089  0.084
H 0.4775 0.8514 -0.4293  0.092
H 0.4503 -0.5528 -1.1962  -0.002
H 0.5637 2.4271 2.3772  -0.016
H -0.0911 1.4816 1.4832  0.044
O 0.8146 1.7994 1.7312  -0.108
H -3.6655 -0.4397 -2.0552  0.030
H -2.4581 -1.0796 -2.5874  0.004
O -2.7344 -0.4329 -2.0046  0.020
H -0.8233 2.2721 -3.8233  0.039
H -1.9263 1.6469 -3.1941  0.078
O -1.3642 2.4937 -3.0718  -0.070
H 0.4525 1.9201 4.1812  -0.008
H -0.7453 1.6831 4.8622  0.057
O -0.0914 1.1638 4.3746  -0.037
H 2.3851 1.0275 -3.1277  -0.031
H 3.4526 0.3230 -3.9034  0.042
O 3.0118 1.1874 -3.8155  -0.058
H 0.6059 -3.5105 -2.6247  0.101
H -0.6101 -3.4859 -3.4620  -0.007
O -0.1957 -2.9294 -2.8727  -0.052
H 2.2968 3.1511 2.4509  0.166
H 1.3612 4.4309 2.6088  0.008
O 1.6722 3.7545 3.1629  -0.095
H -0.0119 2.9679 -0.4465  -0.012
H -1.1456 2.2949 -1.1658  -0.009
O -0.9228 2.7380 -0.3517  -0.040
H 1.8562 2.1412 -1.6443  -0.041
H 1.7493 3.6185 -1.3465  0.035
O 2.0608 2.9782 -1.9872  -0.020
H 3.2521 0.9426 3.6109  0.070
H 2.3629 0.9509 2.4318  -0.065
O 3.2441 0.7756 2.6455  -0.040
H -3.6670 -2.4159 -0.9756  0.001
H -4.8330 -2.6195 0.0474  0.024
O -4.5595 -2.1343 -0.7033  -0.069
H -1.5761 -4.0069 -0.5409  -0.037
H -1.5645 -2.6280 -1.1713  -0.016
O -1.9580 -3.4826 -1.1036  0.013

Output
E_HOMO, eV: -9.01
Electronic energy, Ha: -1299.55372
Frontier orbital gap, eV: 9.1
Net charge: 0
Relative energy (zero: lowest compared OMol25 entry of this formula, charge and spin), kcal per mole: 189.9
E_LUMO, eV: 0.10